[1]
C2H6Cl2NO3Sn2 | ωB97M-V/def2-TZVPD

Summary:
- E_tot: -46470.853 eV
- Multiplicity: 1
- LUMO level: -0.5570 hartree
- HOMO: -0.67691 Eh
- Net charge: +3
- Relative energy (zero: lowest compared OMol25 entry of this formula, charge and spin): 1.496 eV

Atoms and positions in Å:
Sn -16.2277 -8.9131 -3.8099
Sn -18.6293 -10.4006 -0.0248
O -17.0736 -8.1076 -1.1321
H -17.4331 -7.1997 -1.1002
C -14.7664 -6.5370 0.1199
N -13.8029 -6.6026 -1.0261
O -12.6161 -6.6905 -0.6974
O -14.3096 -6.5030 -2.1586
H -15.7964 -6.3408 -0.1780
H -14.3327 -5.8159 0.8128
H -14.8460 -7.5568 0.4965
C -16.5713 -4.6288 -4.0454
Cl -17.4602 -5.3524 -2.6536
Cl -17.1011 -3.0236 -4.4543
H -15.5023 -4.5128 -3.8668
H -16.7330 -5.2624 -4.9175

***

[2]
C2H6Cl2O | ωB97M-V/def2-TZVPD

Summary:
- E_tot: -29263.595 eV
- Multiplicity: 1
- LUMO level: 0.0280 hartree
- HOMO: -0.39235 Eh
- Net charge: 0
- Relative energy (zero: lowest compared OMol25 entry of this formula, charge and spin): 0.299 eV

Atoms and positions in Å:
Cl -0.8762 -1.7846 -2.0098
Cl -0.3755 -0.2779 0.6902
C -1.3849 -0.0437 -1.7795
C -0.3625 0.5761 -0.8650
H -1.2996 0.4004 -2.7899
H -2.4447 0.0295 -1.4680
H 0.6777 0.5940 -1.2432
H -0.6447 1.6149 -0.6069
O 2.3227 -0.0368 3.5643
H 1.5511 -0.6360 3.6817
H 2.8367 -0.4360 2.8262

***

[3]
C2H6Cl3NSi | ωB97M-V/def2-TZVPD

Summary:
- E_tot: -49110.758 eV
- Multiplicity: 1
- LUMO level: 0.0205 hartree
- HOMO: -0.35852 Eh
- Net charge: 0
- Relative energy (zero: lowest compared OMol25 entry of this formula, charge and spin): 0.080 eV

Atoms and positions in Å:
Cl -0.7034 1.5890 2.4105
Cl 2.0382 1.3693 0.3975
Cl -0.7293 2.9918 -0.5073
N -0.6233 -0.3217 -0.1070
C -0.0619 -1.2296 0.8454
C -0.1175 -0.3302 -1.4516
Si -0.0545 1.2909 0.4914
H -0.5814 -1.0781 1.7989
H -0.1545 -2.2595 0.4926
H 0.9945 -1.0458 1.0536
H 0.9303 -0.0426 -1.5053
H -0.6910 0.3840 -2.0575
H -0.2461 -1.3175 -1.8613

***

[4]
C2H6ClFN | ωB97M-V/def2-TZVPD

Summary:
- E_tot: -18889.846 eV
- Multiplicity: 1
- LUMO level (alpha / beta): -0.1539 / -0.2110 hartree
- HOMO (alpha / beta): -0.55581 / -0.42659 Eh
- Net charge: +1
- Relative energy (zero: lowest compared OMol25 entry of this formula, charge and spin): 1.435 eV

Atoms and positions in Å:
C 1.2271 1.0983 0.2319
C -1.8569 -0.7438 -1.3567
N 1.0726 -0.0694 1.0703
F -1.7042 -1.4962 -0.2951
Cl -3.2950 0.0759 -1.3247
H 2.2216 1.4078 0.0702
H 0.4758 1.7369 -0.0592
H -1.2143 -0.9323 -2.1888
H 1.6127 -0.8425 0.7185
H 0.0210 -0.3096 1.0360
H 1.4397 0.0750 2.0977

***

[5]
C2H6ClFNOP | ωB97M-V/def2-TZVPD

Summary:
- E_tot: -30238.273 eV
- Multiplicity: 1
- LUMO level: 0.0251 hartree
- HOMO: -0.33423 Eh
- Net charge: 0
- Relative energy (zero: lowest compared OMol25 entry of this formula, charge and spin): 1.949 eV

Atoms and positions in Å:
C 0.1614 1.2664 0.1954
C 0.4360 -0.8620 -1.0566
N 0.1723 -0.1665 0.1946
O -0.4879 1.7927 -0.8967
F -0.4702 -0.2693 2.7515
P -0.9031 -0.8992 1.2701
Cl 0.0388 -2.6661 1.5709
H -0.2997 1.7042 1.0199
H 1.1898 1.6377 0.2490
H -1.3391 1.4318 -1.0342
H 1.5662 -0.7984 -1.4052
H 0.0166 -1.9242 -1.1118
H -0.0812 -0.2470 -1.7468

***

[6]
C2H6ClNO | ωB97M-V/def2-TZVPD

Summary:
- E_tot: -18230.728 eV
- Multiplicity: 1
- LUMO level: 0.0295 hartree
- HOMO: -0.36694 Eh
- Net charge: 0
- Relative energy (zero: lowest compared OMol25 entry of this formula, charge and spin): 0.833 eV

Atoms and positions in Å:
C 0.5568 0.6999 0.2889
C -0.5725 -0.3295 -0.0214
N -0.2140 -0.8018 -1.3022
O -0.5133 -1.3516 0.8950
Cl -2.3645 0.2112 0.1594
H 0.8270 0.7244 1.3574
H 1.4574 0.5768 -0.3352
H 0.0610 1.7049 0.1550
H 0.1044 0.0449 -1.7669
H -0.5939 -1.4859 -1.8903
H -0.7309 -2.1023 0.3147